Run w
{
  "formula": "C4H11NS",
  "method": "ωB97M-V with the def2-TZVPD basis set",
  "lumo_ev": 0.795,
  "smiles": "NCCCCS",
  "multiplicity": 1,
  "orbital_gap_ha": 0.3628,
  "elements": ["N", "C", "C", "C", "C", "S", "H", "H", "H", "H", "H", "H", "H", "H", "H", "H", "H"],
  "coordinates": [[0.600, 1.072, -1.974], [-0.614, 0.700, -1.297], [-0.622, 0.987, 0.249], [0.542, 0.313, 1.107], [0.497, -1.286, 0.943], [-1.004, -2.169, 1.539], [1.219, 0.158, -1.944], [1.128, 1.684, -1.402], [-0.861, -0.590, -1.413], [-1.502, 1.020, -1.766], [-1.573, 0.760, 0.685], [-0.405, 2.049, 0.248], [1.606, 0.653, 0.861], [0.456, 0.487, 2.242], [0.829, -1.526, -0.084], [1.226, -1.659, 1.631], [-1.523, -2.653, 0.375]]
}


Run x
{
  "formula": "C4H11NS",
  "method": "ωB97M-V with the def2-TZVPD basis set",
  "lumo_ev": 0.954,
  "smiles": "CCSCNC",
  "multiplicity": 1,
  "orbital_gap_ha": 0.3421,
  "elements": ["C", "C", "S", "C", "N", "C", "H", "H", "H", "H", "H", "H", "H", "H", "H", "H", "H"],
  "coordinates": [[-1.018, -0.686, -2.336], [-1.177, -0.789, -0.813], [-0.886, 0.985, -0.170], [-0.342, 0.790, 1.656], [1.116, 1.129, 1.698], [1.941, 0.113, 1.014], [-1.925, -0.162, -2.581], [-1.187, -1.753, -2.764], [-0.103, -0.189, -2.630], [-0.422, -1.411, -0.307], [-2.277, -1.075, -0.638], [-0.447, -0.229, 2.176], [-0.881, 1.735, 1.914], [1.138, 2.057, 1.297], [1.317, -0.658, 0.677], [2.765, -0.243, 1.715], [2.387, 0.388, 0.091]]
}


Energies in kcal/mol, measured from the most stable structure: run w 0.0; run x 4.3.


Run w
{
  "formula": "C4H11NS",
  "method": "ωB97M-V with the def2-TZVPD basis set",
  "lumo_ev": 0.871,
  "smiles": "C=CN.CSC",
  "multiplicity": 1,
  "orbital_gap_ha": 0.3261,
  "elements": ["C", "C", "N", "H", "H", "H", "H", "H", "C", "S", "C", "H", "H", "H", "H", "H", "H"],
  "coordinates": [[1.788, -1.216, -1.959], [2.095, -0.380, -0.952], [2.343, -0.741, 0.361], [1.634, -2.277, -1.802], [1.499, -0.786, -2.903], [1.667, 0.619, -0.967], [2.535, -1.724, 0.463], [1.799, -0.243, 1.032], [-1.073, 0.493, 1.906], [-1.540, -0.433, 0.360], [-2.328, 1.024, -0.495], [-0.464, 1.401, 1.907], [-0.489, -0.170, 2.548], [-2.057, 0.623, 2.339], [-3.408, 0.952, -0.360], [-2.040, 1.926, 0.031], [-1.963, 0.932, -1.511]]
}


Run x
{
  "formula": "C4H11NS",
  "method": "ωB97M-V with the def2-TZVPD basis set",
  "lumo_ev": 0.906,
  "smiles": "NCCCCS",
  "multiplicity": 1,
  "orbital_gap_ha": 0.3645,
  "elements": ["N", "C", "C", "C", "C", "S", "H", "H", "H", "H", "H", "H", "H", "H", "H", "H", "H"],
  "coordinates": [[2.660, 0.675, -0.080], [1.700, -0.177, -0.766], [0.824, -1.059, 0.123], [0.021, -0.316, 1.185], [-0.939, 0.725, 0.623], [-2.213, 0.060, -0.499], [2.204, 1.432, 0.404], [3.289, 0.139, 0.496], [1.041, 0.397, -1.417], [2.260, -0.828, -1.432], [0.124, -1.626, -0.500], [1.410, -1.822, 0.638], [0.658, 0.236, 1.882], [-0.528, -1.054, 1.774], [-0.418, 1.524, 0.140], [-1.479, 1.213, 1.433], [-1.659, 0.465, -1.640]]
}


Energies in kcal/mol, measured from the most stable structure: run w 36.7; run x 0.0.


Run w
{
  "formula": "C4H11NS",
  "method": "ωB97M-V with the def2-TZVPD basis set",
  "lumo_ev": 0.797,
  "smiles": "C=CN.CCS",
  "multiplicity": 1,
  "orbital_gap_ha": 0.3181,
  "elements": ["C", "C", "N", "H", "H", "H", "H", "H", "C", "C", "S", "H", "H", "H", "H", "H", "H"],
  "coordinates": [[3.367, -2.797, -0.885], [2.425, -2.540, -1.701], [2.227, -2.933, -2.984], [3.590, -1.811, -0.273], [3.902, -3.783, -0.922], [1.484, -2.079, -1.316], [1.247, -2.919, -3.331], [2.915, -3.305, -3.572], [-1.276, 0.391, 0.456], [-2.390, 1.381, 1.064], [-1.971, 3.122, 1.913], [-0.811, 0.011, 1.331], [-0.402, 0.947, -0.186], [-1.760, -0.540, 0.021], [-2.992, 0.954, 1.873], [-2.940, 1.502, 0.120], [-1.049, 2.993, 2.941]]
}


Run x
{
  "formula": "C4H11NS",
  "method": "ωB97M-V with the def2-TZVPD basis set",
  "lumo_ev": 0.889,
  "smiles": "C=NC.CSC",
  "multiplicity": 1,
  "orbital_gap_ha": 0.3470,
  "elements": ["C", "N", "C", "H", "H", "H", "H", "H", "C", "S", "C", "H", "H", "H", "H", "H", "H"],
  "coordinates": [[1.745, -1.782, 0.437], [0.748, -1.466, 1.163], [-0.560, -1.851, 0.562], [2.640, -2.194, 0.888], [1.603, -2.073, -0.630], [-1.332, -1.745, 1.342], [-0.476, -2.853, 0.139], [-0.828, -1.176, -0.264], [0.609, 2.014, 0.541], [0.382, 1.653, -1.249], [-1.435, 1.427, -1.234], [1.606, 1.638, 0.851], [-0.031, 1.442, 1.194], [0.561, 3.110, 0.563], [-1.922, 2.370, -1.427], [-1.431, 0.870, -2.200], [-1.878, 0.618, -0.674]]
}


Energies in kcal/mol, measured from the most stable structure: run w 28.2; run x 0.0.


Run w
{
  "formula": "C4H11NS",
  "method": "ωB97M-V with the def2-TZVPD basis set",
  "lumo_ev": 0.850,
  "smiles": "C=CN.CSC",
  "multiplicity": 1,
  "orbital_gap_ha": 0.3438,
  "elements": ["C", "C", "N", "H", "H", "H", "H", "H", "C", "S", "C", "H", "H", "H", "H", "H", "H"],
  "coordinates": [[1.637, 1.057, 1.001], [2.306, 0.908, -0.150], [2.795, 2.127, -0.854], [0.902, 1.853, 1.035], [1.629, 0.285, 1.765], [2.707, -0.017, -0.543], [3.760, 2.244, -0.597], [2.518, 1.981, -1.809], [-2.202, -2.069, -0.973], [-3.058, -1.636, 0.624], [-1.877, -0.211, 0.985], [-1.123, -2.056, -0.828], [-2.436, -1.395, -1.811], [-2.520, -3.115, -1.049], [-2.604, 0.584, 1.159], [-1.297, -0.608, 1.815], [-1.138, 0.068, 0.230]]
}


Run x
{
  "formula": "C4H11NS",
  "method": "ωB97M-V with the def2-TZVPD basis set",
  "lumo_ev": 0.861,
  "smiles": "CN[C@H](C)CS",
  "multiplicity": 1,
  "orbital_gap_ha": 0.3518,
  "elements": ["C", "N", "C", "C", "C", "S", "H", "H", "H", "H", "H", "H", "H", "H", "H", "H", "H"],
  "coordinates": [[2.245, 1.311, -1.392], [1.189, 0.308, -1.290], [0.536, 0.206, 0.006], [1.099, -1.007, 0.761], [-0.958, -0.037, -0.281], [-1.989, -0.467, 1.107], [2.995, 1.140, -0.624], [2.688, 1.308, -2.379], [1.832, 2.311, -1.199], [0.533, 0.446, -2.046], [0.714, 1.106, 0.601], [0.511, -1.471, 1.541], [1.606, -1.669, 0.066], [2.015, -0.685, 1.291], [-1.291, 0.804, -0.851], [-0.903, -0.807, -1.057], [-2.771, 0.615, 1.086]]
}


Run y
{
  "formula": "C4H11NS",
  "method": "ωB97M-V with the def2-TZVPD basis set",
  "lumo_ev": -3.386,
  "multiplicity": 1,
  "orbital_gap_ha": 0.1452,
  "elements": ["C", "N", "C", "C", "S", "C", "H", "H", "H", "H", "H", "H", "H", "H", "H", "H", "H"],
  "coordinates": [[-0.479, 0.515, 0.905], [-1.508, 1.131, 1.584], [-2.777, 0.693, 1.105], [2.110, -1.790, -2.650], [1.306, -1.004, -1.220], [0.925, 1.008, 1.238], [-0.469, -0.589, 1.050], [-0.595, 0.623, -0.215], [-3.320, 1.430, 0.482], [-3.439, 0.496, 1.954], [-2.766, -0.189, 0.455], [3.167, -1.845, -2.372], [1.976, -1.185, -3.544], [1.914, -2.846, -2.858], [0.924, 1.822, 1.974], [1.575, 0.273, 1.710], [1.455, 1.456, 0.400]]
}


Energies in kcal/mol, measured from the most stable structure: run w 37.4; run x 0.0; run y 112.6.


Run w
{
  "formula": "C2H11NO2S",
  "method": "ωB97M-V with the def2-TZVPD basis set",
  "lumo_ev": 0.700,
  "smiles": "NCCS.O.O",
  "multiplicity": 1,
  "orbital_gap_ha": 0.3597,
  "elements": ["N", "C", "C", "S", "H", "H", "H", "H", "H", "H", "H", "O", "H", "H", "O", "H", "H"],
  "coordinates": [[-1.337, 0.289, -1.547], [-0.452, 0.477, -0.423], [0.611, 1.579, -0.676], [1.686, 2.066, 0.682], [-1.982, 1.057, -1.694], [-0.945, 0.134, -2.468], [0.082, -0.450, -0.117], [-1.107, 0.672, 0.426], [1.148, 1.231, -1.574], [0.115, 2.493, -1.047], [2.415, 2.839, -0.120], [-4.304, -1.128, -1.821], [-5.096, -1.654, -1.982], [-3.919, -1.428, -0.998], [4.396, -2.841, 4.835], [3.892, -3.257, 4.129], [4.796, -2.079, 4.394]]
}


Run x
{
  "formula": "C2H11NO2S",
  "method": "ωB97M-V with the def2-TZVPD basis set",
  "lumo_ev": 0.443,
  "smiles": "NCCS.O.O",
  "multiplicity": 1,
  "orbital_gap_ha": 0.3520,
  "elements": ["N", "C", "C", "S", "H", "H", "H", "H", "H", "H", "H", "O", "H", "H", "O", "H", "H"],
  "coordinates": [[-1.849, 0.609, -0.777], [-1.309, -0.099, -1.937], [0.182, 0.084, -1.962], [0.868, -0.596, -3.486], [-2.797, 0.334, -0.588], [-1.287, 0.344, 0.030], [-1.562, -1.152, -1.951], [-1.675, 0.406, -2.820], [0.610, -0.376, -1.067], [0.381, 1.137, -1.869], [1.458, -1.681, -2.971], [1.843, 1.676, 3.561], [1.791, 1.166, 4.377], [2.649, 1.359, 3.139], [0.607, -0.995, 2.850], [-0.095, -0.357, 2.673], [0.186, -1.858, 2.797]]
}


Energies in kcal/mol, measured from the most stable structure: run w 4.0; run x 0.0.


Run w
{
  "formula": "C6H11NO4S",
  "method": "ωB97M-V with the def2-TZVPD basis set",
  "lumo_ev": 0.634,
  "smiles": "C=C(O)O/C(C)=C\\CS(N)(=O)=O",
  "multiplicity": 1,
  "orbital_gap_ha": 0.3554,
  "elements": ["C", "C", "O", "O", "C", "C", "C", "C", "S", "N", "O", "O", "H", "H", "H", "H", "H", "H", "H", "H", "H", "H", "H"],
  "coordinates": [[-0.770, 2.290, 1.412], [0.401, 1.794, 1.039], [1.557, 2.240, 1.551], [0.657, 0.935, -0.102], [-0.462, 0.424, -0.658], [-0.715, 1.056, -2.099], [-1.159, -0.654, -0.240], [-0.735, -1.384, 0.931], [0.879, -2.147, 0.617], [0.902, -2.044, -1.040], [1.927, -1.284, 1.078], [0.912, -3.521, 0.965], [-1.668, 2.032, 0.830], [-0.773, 2.987, 2.257], [2.342, 1.697, 1.546], [0.156, 1.210, -2.668], [-1.204, 2.152, -1.953], [-1.352, 0.319, -2.699], [-1.924, -1.085, -0.949], [-1.302, -2.238, 1.347], [-0.343, -0.632, 1.652], [1.241, -1.233, -1.380], [1.432, -2.915, -1.438]]
}


Run x
{
  "formula": "C6H11NO4S",
  "method": "ωB97M-V with the def2-TZVPD basis set",
  "lumo_ev": 0.206,
  "smiles": "CC(=O)O[C@@H](OC(C)C)SN=O",
  "multiplicity": 1,
  "orbital_gap_ha": 0.3333,
  "elements": ["C", "C", "O", "O", "C", "O", "C", "C", "C", "S", "N", "O", "H", "H", "H", "H", "H", "H", "H", "H", "H", "H", "H"],
  "coordinates": [[1.681, -3.573, -0.147], [1.628, -2.126, 0.203], [1.703, -1.858, 1.349], [1.665, -1.202, -0.840], [1.320, 0.093, -0.451], [0.248, 0.202, 0.414], [-0.706, 1.227, 0.256], [-1.288, 1.446, -1.058], [-1.775, 0.978, 1.286], [2.834, 0.977, 0.376], [3.872, 1.673, -0.806], [4.841, 2.220, -0.407], [2.676, -4.091, -0.161], [1.286, -3.729, -1.151], [1.049, -4.314, 0.452], [1.137, 0.719, -1.373], [-0.139, 2.146, 0.642], [-0.538, 2.020, -1.741], [-1.494, 0.444, -1.461], [-2.312, 2.015, -1.070], [-2.387, 0.217, 0.941], [-2.334, 1.840, 1.470], [-1.259, 0.775, 2.217]]
}


Energies in kcal/mol, measured from the most stable structure: run w 0.0; run x 17.6.